1.
This record from OMol25 describes a structure of composition C34H42FN5O3Pt in a non-equilibrium geometry. The level of theory is ωB97M-V/def2-TZVPD.

ORCA input file:
```
! RIJCOSX wB97M-V def2-TZVPD def2/J DEFGRID3
* xyz 4 5
Pt 1.528 -1.346 0.249
C 4.338 5.989 0.229
C 4.004 5.176 -1.017
N 3.081 4.051 -0.742
C 3.607 2.859 -0.441
C 2.860 1.733 -0.198
C 3.460 0.407 0.241
O 4.032 0.310 1.288
O 3.136 -0.541 -0.624
C 1.449 1.742 -0.303
O 0.695 0.737 -0.151
C 0.876 3.060 -0.580
C -0.520 3.199 -0.649
C -1.089 4.418 -0.856
F -2.409 4.495 -0.869
C -0.294 5.603 -0.969
C 1.107 5.442 -0.933
C 1.708 4.200 -0.756
N -0.839 6.854 -1.111
C -0.268 8.020 -0.435
C -0.210 9.263 -1.352
N -1.237 9.152 -2.439
C -2.491 8.528 -1.916
C -2.227 7.055 -1.562
H 4.992 6.813 -0.053
H 4.872 5.383 0.960
H 3.448 6.403 0.709
H 4.919 4.755 -1.428
H 3.567 5.800 -1.795
H 4.689 2.808 -0.392
H -1.154 2.333 -0.507
H 1.730 6.316 -1.064
H 0.724 7.796 -0.052
H -0.901 8.230 0.435
H 0.769 9.387 -1.811
H -0.420 10.153 -0.762
H -0.875 8.575 -3.203
H -1.428 10.077 -2.840
H -3.275 8.586 -2.669
H -2.817 9.104 -1.052
H -2.405 6.412 -2.424
H -2.945 6.768 -0.790
C -0.398 -5.032 6.051
C -0.741 -5.416 4.607
C -0.104 -6.783 4.299
C -2.276 -5.509 4.489
C -0.231 -4.416 3.603
C 0.517 -3.292 3.970
C 0.997 -2.443 3.000
N 0.757 -2.641 1.693
C 0.026 -3.713 1.300
C -0.469 -4.595 2.232
C -0.169 -3.836 -0.157
C -0.844 -4.867 -0.777
C -0.973 -4.908 -2.171
C -0.391 -3.865 -2.893
C 0.280 -2.860 -2.223
N 0.377 -2.852 -0.896
C -1.698 -6.055 -2.841
C -0.962 -7.361 -2.495
C -3.146 -6.095 -2.322
C -1.738 -5.909 -4.367
H -0.777 -5.791 6.733
H -0.866 -4.088 6.338
H 0.683 -4.992 6.207
H -0.465 -7.521 5.013
H 0.984 -6.743 4.373
H -0.358 -7.133 3.296
H -2.646 -6.234 5.212
H -2.585 -5.843 3.495
H -2.752 -4.549 4.692
H 0.739 -3.081 5.005
H 1.602 -1.587 3.271
H -1.047 -5.444 1.898
H -1.267 -5.659 -0.177
H -0.443 -3.832 -3.971
H 0.756 -2.053 -2.766
H -0.943 -7.541 -1.417
H 0.070 -7.342 -2.849
H -1.467 -8.202 -2.966
H -3.183 -6.243 -1.240
H -3.676 -6.922 -2.791
H -3.680 -5.173 -2.557
H -0.733 -5.906 -4.793
H -2.289 -5.016 -4.668
H -2.256 -6.760 -4.805
*
```

Total energy, eV: -55456.593
Relative energy (zero: lowest compared OMol25 entry of this formula, charge and spin), eV: 0.557
Gap between HOMO and LUMO (spin up / spin down), Eh: 0.262 / 0.141
HOMO (spin up / spin down), eV: -18.193 / -18.179

List of Mulliken charges in e, atom by atom: 1.871 -0.930 -0.986 0.121 0.112 -0.431 0.131 -0.463 -0.646 1.599 -1.269 0.766 -0.581 0.383 -0.270 -0.930 -0.354 -0.043 0.195 -0.489 -0.771 -0.120 -0.847 -0.625 0.394 0.367 0.297 0.459 0.443 0.553 0.567 0.616 0.437 0.368 0.433 0.374 0.385 0.377 0.419 0.400 0.556 0.425 -2.167 1.782 -1.505 -1.529 0.332 -0.521 -0.570 -0.939 -0.445 0.434 -0.243 0.323 0.219 -0.472 -0.639 -0.714 1.843 -1.515 -1.526 -2.140 0.422 0.446 0.458 0.456 0.398 0.331 0.466 0.328 0.388 0.601 0.488 0.575 0.608 0.601 0.472 0.328 0.394 0.457 0.319 0.460 0.389 0.451 0.444 0.418

2.
This record from OMol25 describes a cluster of 2 separate species, C34H42N2O4 in total in a non-equilibrium geometry. The level of theory is ωB97M-V/def2-TZVPD.

ORCA input file:
```
! RIJCOSX wB97M-V def2-TZVPD def2/J DEFGRID3
* xyz 0 1
C 6.466 -2.484 1.045
O 5.963 -1.368 1.837
C 4.731 -0.909 1.489
C 4.152 0.177 2.188
C 2.925 0.713 1.837
C 2.143 0.096 0.821
C 0.766 0.362 0.362
C -0.309 -0.373 0.993
C -1.614 0.202 1.178
C -2.703 -0.588 1.453
C -4.148 -0.041 1.462
C -4.921 -0.600 0.258
C -4.152 1.481 1.386
C -4.904 -0.462 2.726
C -2.529 -2.042 1.587
O -3.526 -2.810 1.636
C -1.172 -2.579 1.671
C -1.003 -4.106 1.846
C -1.719 -4.609 3.108
C 0.469 -4.495 1.946
C -1.623 -4.842 0.646
C -0.123 -1.726 1.436
C 2.691 -1.042 0.247
C 3.954 -1.527 0.487
H 7.472 -2.627 1.437
H 5.862 -3.398 1.197
H 6.507 -2.224 -0.029
H 4.747 0.625 2.975
H 2.509 1.570 2.363
H 0.556 1.395 0.060
H -1.744 1.285 1.049
H -4.976 -1.690 0.319
H -5.944 -0.205 0.228
H -4.419 -0.326 -0.675
H -3.627 1.894 2.255
H -3.669 1.822 0.464
H -5.183 1.859 1.390
H -4.402 -0.075 3.617
H -5.925 -0.061 2.702
H -4.964 -1.550 2.803
H -2.787 -4.384 3.044
H -1.594 -5.697 3.181
H -1.296 -4.142 4.005
H 1.033 -4.189 1.057
H 0.924 -4.059 2.842
H 0.561 -5.585 2.030
H -1.143 -4.532 -0.290
H -1.509 -5.927 0.765
H -2.692 -4.614 0.597
H 0.895 -2.110 1.511
H 2.065 -1.571 -0.460
H 4.318 -2.382 -0.083
C 3.549 3.205 -0.555
O 2.295 2.885 -1.182
C 1.259 3.759 -1.268
C 0.211 3.269 -2.039
N 0.366 1.948 -2.575
C 0.625 0.765 -1.876
N 0.990 -0.094 -2.866
C 1.407 -1.463 -2.824
C 0.947 0.497 -4.113
C 0.579 1.764 -3.940
C -0.650 4.190 -2.658
O -1.359 3.722 -3.713
C -2.558 4.403 -4.157
C -0.657 5.533 -2.235
C 0.258 5.940 -1.277
C 1.243 5.081 -0.804
H 4.183 2.341 -0.780
H 3.993 4.126 -0.962
H 3.407 3.280 0.532
H 1.638 -1.738 -1.810
H 0.627 -2.132 -3.211
H 2.300 -1.589 -3.456
H 1.208 -0.044 -4.995
H 0.451 2.544 -4.660
H -3.013 3.723 -4.881
H -3.249 4.570 -3.317
H -2.336 5.365 -4.645
H -1.352 6.237 -2.685
H 0.218 6.962 -0.902
H 2.034 5.421 -0.140
*
```

Total energy, eV: -47104.768
Relative energy (zero: lowest compared OMol25 entry of this formula, charge and spin), eV: 1.609
Gap between HOMO and LUMO, Eh: 0.247
HOMO, eV: -6.556

List of Mulliken charges in e, atom by atom: -0.767 -0.480 0.912 -1.032 -0.160 0.170 -1.069 -0.065 -0.483 -0.318 2.192 -1.643 -2.047 -1.771 1.464 -0.853 -0.905 2.353 -1.782 -2.044 -1.666 -0.451 -0.535 -0.840 0.249 0.307 0.306 0.429 0.597 0.358 0.522 0.352 0.465 0.277 0.413 0.355 0.415 0.363 0.466 0.318 0.334 0.466 0.354 0.317 0.413 0.439 0.268 0.465 0.366 0.821 0.339 0.380 -1.061 -0.276 0.801 -0.093 0.879 -0.401 0.514 -0.714 -0.931 -0.338 0.272 -0.307 -0.915 -0.484 -0.747 -0.859 0.264 0.414 0.382 0.413 0.284 0.388 0.485 0.524 0.259 0.386 0.317 0.370 0.384 0.463

3.
This record from OMol25 describes a structure of composition C34H42N3O5OsS2Si in a non-equilibrium geometry. The level of theory is ωB97M-V/def2-TZVPD.

ORCA input file:
```
! RIJCOSX wB97M-V def2-TZVPD def2/J DEFGRID3
* xyz 1 5
Os 0.401 0.205 -0.726
O -1.174 2.523 -3.284
S -1.520 1.574 -2.276
O -1.187 0.160 -2.456
N -0.687 1.913 -0.860
C 0.005 3.149 -0.885
C -0.590 4.372 -0.724
C 0.152 5.557 -0.882
C 1.474 5.515 -1.225
C 2.126 4.270 -1.373
C 3.483 4.126 -1.730
C 4.032 2.877 -1.823
C 3.237 1.754 -1.549
N 1.963 1.851 -1.234
C 1.389 3.085 -1.162
C -3.276 1.643 -2.019
C -3.916 2.847 -1.767
C -5.295 2.865 -1.660
C -6.024 1.694 -1.829
C -5.373 0.499 -2.099
C -3.991 0.467 -2.196
H -1.642 4.420 -0.477
H -0.342 6.509 -0.740
H 2.031 6.429 -1.389
H 4.080 5.008 -1.927
H 5.067 2.733 -2.098
H 3.667 0.762 -1.555
H -3.347 3.764 -1.684
H -5.805 3.798 -1.461
H -7.103 1.723 -1.762
H -5.941 -0.409 -2.250
H -3.463 -0.448 -2.429
C -2.679 -0.717 3.212
C -2.281 -0.445 1.756
C -3.019 -1.432 0.837
C -2.757 0.976 1.429
Si -0.368 -0.748 1.342
C 0.116 -2.594 1.848
C -0.609 -3.100 3.101
C 1.628 -2.723 2.081
C -0.267 -3.508 0.676
C 0.863 0.624 2.796
C 0.158 1.950 2.700
C 2.253 0.628 2.233
C 0.722 -0.040 4.138
H -3.746 -0.502 3.322
H -2.147 -0.069 3.912
H -2.519 -1.750 3.507
H -4.090 -1.213 0.864
H -2.884 -2.462 1.166
H -2.690 -1.353 -0.203
H -3.851 0.987 1.437
H -2.426 1.317 0.459
H -2.424 1.696 2.176
H -0.528 -2.408 3.941
H -0.156 -4.048 3.403
H -1.662 -3.292 2.900
H 1.931 -2.281 3.030
H 2.211 -2.262 1.288
H 1.895 -3.782 2.121
H -1.330 -3.472 0.442
H -0.018 -4.537 0.952
H 0.275 -3.267 -0.230
H 0.091 2.317 1.675
H 0.744 2.676 3.276
H -0.837 1.916 3.140
H 2.279 0.955 1.193
H 2.745 -0.340 2.294
H 2.850 1.342 2.815
H -0.319 -0.220 4.409
H 1.139 0.643 4.888
H 1.278 -0.972 4.203
O 3.543 -1.068 -0.176
C 2.864 -1.642 -1.010
N 1.542 -1.351 -1.255
S 1.053 -2.001 -2.739
O -0.234 -2.605 -2.599
O 1.266 -0.995 -3.734
C 2.383 -3.179 -2.794
C 2.586 -4.287 -3.586
C 3.771 -4.996 -3.412
C 4.726 -4.586 -2.488
C 4.508 -3.469 -1.693
C 3.319 -2.779 -1.850
H 1.853 -4.598 -4.318
H 3.952 -5.878 -4.011
H 5.642 -5.151 -2.380
H 5.226 -3.139 -0.954
*
```

Total energy, eV: -82654.647
Relative energy (zero: lowest compared OMol25 entry of this formula, charge and spin), eV: 0.553
Gap between HOMO and LUMO (spin up / spin down), Eh: 0.294 / 0.213
HOMO (spin up / spin down), eV: -11.016 / -11.474

List of Mulliken charges in e, atom by atom: 1.326 -0.689 1.505 -0.610 -0.129 -0.749 -0.166 -1.176 -0.863 0.615 -0.764 -1.217 -0.075 0.042 0.834 0.101 -0.232 -0.837 -0.516 -0.820 -0.118 0.638 0.439 0.438 0.480 0.455 0.469 0.401 0.452 0.419 0.450 0.493 -1.846 2.814 -1.951 -1.914 -1.364 3.143 -2.143 -1.707 -1.448 1.683 -1.794 -1.502 -1.364 0.531 0.333 0.306 0.535 0.420 0.393 0.665 0.249 0.278 0.424 0.611 0.415 0.287 0.110 0.630 0.207 0.571 0.151 0.321 0.639 0.345 0.219 0.266 0.581 0.193 0.538 0.294 -0.576 0.246 0.193 1.105 -0.639 -0.646 0.722 -0.761 -0.569 -0.644 -0.605 -0.444 0.523 0.423 0.423 0.533

4.
This record from OMol25 describes a structure of composition C34H42N4P2Pt in a non-equilibrium geometry. The level of theory is ωB97M-V/def2-TZVPD.

ORCA input file:
```
! RIJCOSX wB97M-V def2-TZVPD def2/J DEFGRID3
* xyz 2 5
Pt 0.176 0.983 -0.770
C -1.478 1.501 -2.201
C -1.405 0.089 -2.546
C -0.486 -0.085 -3.774
C 0.947 0.454 -3.653
C 1.356 1.138 -2.353
C 0.837 2.487 -1.988
C -0.044 3.285 -2.870
C -1.279 2.532 -3.341
C 1.465 1.665 0.939
H -2.292 1.881 -1.593
H -2.366 -0.449 -2.714
H -0.998 0.438 -4.603
H -0.466 -1.133 -4.102
H 1.683 -0.347 -3.857
H 1.121 1.131 -4.503
H 2.457 1.108 -2.234
H 1.423 2.978 -1.210
H 0.553 3.585 -3.732
H -0.387 4.176 -2.333
H -2.132 3.220 -3.504
H -1.132 2.139 -4.367
H 1.076 2.670 1.163
H 2.566 1.722 0.828
H 1.239 1.052 1.830
P 2.029 -0.800 -0.283
P -1.224 -0.900 -0.628
N 3.827 -0.169 -0.811
N 2.490 -1.904 1.040
N -3.753 0.655 -0.193
N -2.474 -1.860 0.565
C 1.272 -2.093 -1.395
C -0.270 -2.297 -1.189
C 4.281 1.159 -0.772
C 5.638 1.198 -1.080
C 6.050 -0.152 -1.298
C 4.925 -0.961 -1.132
C 2.826 -1.507 2.355
C 3.843 -2.327 2.798
C 4.192 -3.228 1.726
C 3.361 -2.951 0.664
C -3.812 1.971 0.151
C -4.907 2.604 -0.494
C -5.486 1.612 -1.319
C -4.769 0.412 -1.086
C -3.434 -2.666 -0.028
C -4.268 -3.178 0.974
C -3.829 -2.624 2.217
C -2.729 -1.814 1.930
H 1.768 -3.072 -1.272
H 1.492 -1.748 -2.417
H -0.729 -2.777 -2.074
H -0.419 -2.938 -0.306
H 3.617 2.006 -0.623
H 6.259 2.084 -1.172
H 7.018 -0.498 -1.575
H 4.834 -2.029 -1.225
H 2.262 -0.710 2.839
H 4.291 -2.296 3.773
H 4.946 -3.983 1.727
H 3.279 -3.400 -0.318
H -3.091 2.436 0.805
H -5.233 3.630 -0.323
H -6.339 1.671 -1.996
H -5.005 -0.592 -1.472
H -3.431 -2.826 -1.102
H -5.086 -3.845 0.788
H -4.245 -2.762 3.190
H -2.125 -1.240 2.621
C -1.152 1.177 1.712
C -0.839 0.745 3.057
C -0.111 -0.455 3.291
C 0.143 -0.905 4.586
C -0.322 -0.162 5.680
C -1.074 1.005 5.465
C -1.298 1.479 4.179
H -2.107 0.789 1.320
H -0.980 2.238 1.478
H 0.241 -1.035 2.431
H 0.712 -1.828 4.750
H -0.153 -0.523 6.696
H -1.480 1.570 6.304
H -1.855 2.394 3.960
*
```

Total energy, eV: -63695.936
Relative energy (zero: lowest compared OMol25 entry of this formula, charge and spin), eV: 3.069
Gap between HOMO and LUMO (spin up / spin down), Eh: 0.213 / 0.140
HOMO (spin up / spin down), eV: -13.064 / -13.138

List of Mulliken charges in e, atom by atom: 2.077 -0.191 0.167 -1.467 -1.663 1.170 -1.560 -1.175 -1.044 -1.570 0.139 0.740 0.482 0.511 0.477 0.537 1.152 0.944 0.435 0.351 0.509 0.129 0.588 0.485 0.121 -0.449 0.023 0.928 0.586 0.083 0.748 -1.260 -0.891 -0.235 -0.934 -0.757 -0.538 -0.504 -0.994 -0.773 -0.456 -0.395 -0.632 -0.754 -0.150 -0.624 -0.872 -0.766 -0.600 0.832 0.165 0.661 0.554 0.294 0.464 0.469 0.439 0.726 0.489 0.490 0.541 0.467 0.485 0.468 0.457 0.483 0.493 0.538 0.525 -1.727 -0.226 -0.169 -1.445 -0.669 -0.741 -0.236 0.572 1.015 1.663 0.488 0.418 0.426 0.462

5.
This record from OMol25 describes a structure of composition C34H42N5OSi3Zr in a non-equilibrium geometry. The level of theory is ωB97M-V/def2-TZVPD.

ORCA input file:
```
! RIJCOSX wB97M-V def2-TZVPD def2/J DEFGRID3
* xyz 3 1
Zr 1.503 1.223 0.093
C 3.531 3.537 -2.718
Si 3.845 1.866 -1.899
C 2.335 0.783 -2.536
C 5.467 1.211 -2.559
C 3.577 1.861 -0.012
Si 4.399 0.583 1.135
C 5.125 -0.895 0.211
C 5.693 1.215 2.331
C 2.882 -0.082 2.196
Si 3.298 3.557 0.752
C 2.356 3.197 2.381
C 4.650 4.829 0.900
C 1.763 4.168 -0.266
C 1.470 5.479 -0.605
C 0.310 5.774 -1.310
C -0.540 4.735 -1.688
C -0.204 3.450 -1.333
N 0.910 3.169 -0.624
H 3.907 3.492 -3.743
H 4.068 4.352 -2.226
H 2.477 3.811 -2.775
H 2.158 1.039 -3.581
H 1.361 0.971 -2.034
H 2.546 -0.286 -2.509
H 5.376 1.003 -3.627
H 5.836 0.310 -2.072
H 6.235 1.980 -2.445
H 4.761 -1.038 -0.807
H 4.960 -1.818 0.771
H 6.207 -0.762 0.142
H 6.593 1.511 1.787
H 5.981 0.402 3.003
H 5.381 2.059 2.948
H 1.872 0.297 1.945
H 3.044 0.189 3.239
H 2.829 -1.170 2.164
H 2.992 2.714 3.125
H 1.466 2.554 2.230
H 1.988 4.122 2.831
H 5.568 4.354 1.255
H 4.394 5.617 1.610
H 4.880 5.298 -0.058
H 2.154 6.269 -0.325
H 0.068 6.795 -1.573
H -1.443 4.927 -2.250
H -0.842 2.617 -1.608
C -9.747 -6.849 0.155
O -8.364 -7.145 -0.020
C -7.467 -6.177 0.006
C -6.127 -6.571 -0.169
C -5.123 -5.645 -0.136
C -5.410 -4.280 0.074
C -6.746 -3.894 0.230
C -7.764 -4.820 0.191
C -4.316 -3.350 0.125
N -3.053 -3.662 -0.166
C -2.340 -2.541 0.014
C -3.155 -1.480 0.431
N -4.406 -2.026 0.496
C -2.631 -0.214 0.747
C -3.371 0.869 1.269
C -2.739 2.037 1.613
C -1.360 2.139 1.434
N -0.621 1.161 0.923
C -1.229 -0.022 0.569
C -0.407 -1.077 0.064
N 0.931 -0.836 -0.143
C 1.726 -1.860 -0.485
C 1.267 -3.149 -0.685
C -0.084 -3.403 -0.549
C -0.941 -2.364 -0.167
H -10.255 -7.807 0.150
H -10.122 -6.233 -0.665
H -9.928 -6.348 1.107
H -5.922 -7.622 -0.325
H -4.094 -5.946 -0.265
H -7.000 -2.848 0.364
H -8.789 -4.493 0.293
H -5.257 -1.560 0.763
H -4.440 0.775 1.419
H -3.294 2.866 2.028
H -0.842 3.046 1.724
H 2.777 -1.625 -0.601
H 1.962 -3.932 -0.953
H -0.502 -4.387 -0.724
*
```

Total energy, eV: -70331.857
Relative energy (zero: lowest compared OMol25 entry of this formula, charge and spin), eV: 0.100
Gap between HOMO and LUMO, Eh: 0.141
HOMO, eV: -13.718

List of Mulliken charges in e, atom by atom: -2.924 -1.255 0.642 -0.631 -1.262 0.929 0.968 -1.521 -1.205 -0.894 0.050 -0.783 -1.156 -0.142 -0.595 -0.524 -0.996 -0.551 1.937 0.462 0.370 0.341 0.643 0.406 0.367 0.427 0.388 0.377 0.331 0.548 0.382 0.407 0.403 0.387 0.476 0.498 0.549 0.402 0.352 0.513 0.413 0.443 0.378 0.553 0.500 0.511 0.467 -0.854 -0.434 0.858 -0.643 -0.500 0.289 -0.784 -0.592 0.359 -0.788 0.713 -0.058 -0.096 -0.233 -0.428 -1.344 -0.062 0.049 0.689 -0.046 0.417 -0.143 -1.381 -0.208 0.046 0.249 0.364 0.354 0.452 0.474 0.238 0.441 0.211 0.525 0.489 0.480 0.301 0.534 0.678